[1]
{
  "formula": "C39H108N4O17",
  "method": "wB97M-V/def2-TZVPD",
  "e_above_lowest_kj_mol": 366.5,
  "e_homo_ev": -8.39,
  "e_tot_ev": -82952.0671,
  "spin_multiplicity": 1,
  "elements": ["C", "O", "H", "H", "H", "H", "C", "O", "H", "H", "H", "H", "C", "O", "H", "H", "H", "H", "C", "O", "H", "H", "H", "H", "C", "O", "H", "H", "H", "H", "C", "O", "H", "H", "H", "H", "C", "O", "C", "C", "N", "C", "C", "O", "C", "H", "H", "H", "H", "H", "H", "H", "H", "H", "H", "H", "H", "H", "H", "H", "C", "O", "C", "C", "N", "C", "C", "O", "C", "H", "H", "H", "H", "H", "H", "H", "H", "H", "H", "H", "H", "H", "H", "H", "C", "O", "C", "C", "N", "C", "C", "O", "C", "H", "H", "H", "H", "H", "H", "H", "H", "H", "H", "H", "H", "H", "H", "H", "C", "O", "C", "C", "N", "C", "C", "O", "C", "H", "H", "H", "H", "H", "H", "H", "H", "H", "H", "H", "H", "H", "H", "H", "C", "C", "C", "O", "H", "H", "H", "H", "H", "H", "H", "H", "C", "C", "C", "O", "H", "H", "H", "H", "H", "H", "H", "H", "C", "C", "C", "O", "H", "H", "H", "H", "H", "H", "H", "H"],
  "coordinates": [[-2.8907, 1.6909, 0.0629], [-1.7161, 1.1942, 0.7133], [-2.6147, 2.7624, 0.0343], [-3.0188, 1.5439, -1.0113], [-3.8263, 1.5782, 0.6005], [-1.2251, 0.6946, 0.0375], [2.6582, -3.4020, 7.8944], [2.8621, -4.7019, 8.3747], [1.7611, -3.3510, 7.2605], [2.4595, -2.6070, 8.6282], [3.4939, -3.0047, 7.3181], [2.0581, -4.9327, 8.8553], [-3.2931, -1.4850, -1.5419], [-4.1170, -0.4873, -2.1604], [-2.2925, -1.4119, -1.9604], [-3.2963, -1.4115, -0.4544], [-3.8450, -2.4140, -1.7164], [-3.9787, -0.4722, -3.1095], [3.6053, 4.1534, -3.2553], [2.6229, 3.1239, -3.4097], [3.3824, 4.8273, -2.4282], [4.5733, 3.6803, -3.0919], [3.6200, 4.6566, -4.2244], [2.0408, 3.2630, -4.1546], [-1.0749, -3.2656, 8.4661], [-0.4760, -3.6485, 9.7088], [-0.7740, -4.0717, 7.7862], [-2.1599, -3.2643, 8.5662], [-0.6852, -2.4045, 7.9153], [-0.5702, -2.8401, 10.2283], [-1.1304, -6.5165, 4.2606], [0.1152, -6.8223, 3.6125], [-1.9818, -6.6117, 3.5838], [-1.2074, -7.0705, 5.1980], [-1.0653, -5.4543, 4.5043], [0.0072, -7.7436, 3.3478], [2.5924, -4.2453, 2.7709], [3.4735, -3.6791, 1.8228], [4.7328, -4.3125, 1.8564], [5.6308, -3.7230, 0.7713], [4.9777, -3.6546, -0.5193], [5.8109, -3.3558, -1.6735], [6.2996, -1.8794, -1.6815], [5.1490, -1.1206, -1.3664], [5.4315, 0.0602, -0.6672], [1.5722, -3.9689, 2.5058], [2.7786, -3.9851, 3.8172], [2.6029, -5.3413, 2.7503], [4.6288, -5.3982, 1.7703], [5.2977, -4.1601, 2.7866], [6.5606, -4.2978, 0.6805], [6.0344, -2.7415, 1.0707], [4.3035, -2.8950, -0.4735], [5.2223, -3.5830, -2.5632], [6.6442, -4.0589, -1.5740], [6.6166, -1.5904, -2.6848], [7.0732, -1.8259, -0.9122], [4.5611, 0.6876, -0.4848], [6.1334, 0.7121, -1.2097], [5.9402, -0.1557, 0.2816], [0.0409, -2.8123, 4.7849], [-0.1770, -2.9813, 3.4104], [-0.1510, -1.7299, 2.7000], [-0.4759, -2.0911, 1.2385], [0.6574, -2.4078, 0.4041], [1.4408, -1.2672, -0.0465], [1.0793, -0.6569, -1.3884], [-0.0740, 0.1646, -1.3919], [-0.1557, 0.9631, -2.5468], [0.9829, -2.2681, 4.9202], [0.1911, -3.7914, 5.2511], [-0.7875, -2.4025, 5.3740], [0.8421, -1.2837, 2.8181], [-0.9509, -1.1305, 3.1447], [-1.0781, -1.2953, 0.7955], [-1.1365, -2.9571, 1.3353], [1.2896, -2.9636, 0.9729], [2.4292, -1.7019, -0.2218], [1.5812, -0.4508, 0.6752], [1.0767, -1.4517, -2.1447], [1.9204, -0.0286, -1.7111], [-0.0433, 0.3372, -3.4386], [0.6279, 1.7295, -2.5248], [-1.0933, 1.5105, -2.6490], [-1.6475, 7.8482, -8.5567], [-1.5728, 6.5895, -9.1936], [-2.3247, 5.5913, -8.4840], [-1.9065, 4.2546, -8.9905], [-0.4695, 3.9848, -8.9088], [0.0697, 2.9292, -9.7439], [0.3720, 1.6241, -9.0421], [1.2727, 1.6604, -7.9562], [0.7974, 2.2098, -6.7695], [-2.6177, 8.3059, -8.7771], [-0.9254, 8.5184, -9.0266], [-1.4202, 7.8081, -7.4898], [-3.4091, 5.7069, -8.5672], [-2.0431, 5.7563, -7.4361], [-2.3244, 4.1472, -10.0042], [-2.4849, 3.5172, -8.4182], [-0.1104, 4.9076, -9.1275], [1.0336, 3.2761, -10.1318], [-0.5944, 2.7463, -10.5974], [0.7339, 0.9185, -9.7894], [-0.6084, 1.2034, -8.7690], [0.1241, 3.0694, -6.8006], [1.7032, 2.4594, -6.2079], [0.2305, 1.5426, -6.0967], [-1.1595, 5.6205, -0.1425], [-0.1072, 5.4326, 0.7702], [-0.4067, 4.3845, 1.7210], [0.6506, 4.4203, 2.8270], [1.9998, 4.3438, 2.3353], [2.4034, 3.0799, 1.6865], [2.6053, 1.9530, 2.6945], [3.3205, 0.9753, 1.9142], [3.8680, -0.0190, 2.7851], [-0.9398, 6.5336, -0.6944], [-2.1031, 5.8131, 0.3852], [-1.2917, 4.7624, -0.8070], [-0.3400, 3.3918, 1.2651], [-1.4143, 4.6802, 2.0216], [0.4407, 3.6009, 3.5173], [0.4841, 5.3703, 3.3425], [2.1813, 5.0771, 1.6623], [3.3238, 3.2322, 1.1314], [1.6650, 2.7606, 0.9404], [1.7095, 1.5923, 3.2082], [3.2366, 2.3392, 3.5043], [3.8542, -0.9193, 2.1515], [3.2390, -0.2378, 3.6466], [4.9382, 0.1420, 2.9419], [-4.1260, -4.6395, 6.2243], [-3.5677, -3.4965, 5.3759], [-4.0266, -3.5974, 3.9571], [-3.9051, -2.2285, 5.9291], [-4.1273, -5.5918, 5.6981], [-5.1379, -4.4019, 6.5582], [-3.5450, -4.7700, 7.1402], [-2.4772, -3.5819, 5.3361], [-5.0495, -3.2673, 3.7549], [-3.8989, -4.5561, 3.4502], [-3.4141, -2.9303, 3.3328], [-3.7294, -1.5744, 5.2403], [-2.3177, 2.5448, 4.6497], [-3.4725, 1.6388, 4.4234], [-4.5038, 2.0215, 3.3841], [-2.9976, 0.3068, 4.0672], [-2.5686, 3.3704, 5.3176], [-1.8263, 2.8760, 3.7277], [-1.5026, 2.0134, 5.1493], [-3.9979, 1.5450, 5.3789], [-5.2695, 1.2607, 3.2593], [-4.0284, 2.2849, 2.4382], [-5.0089, 2.9545, 3.6583], [-2.7658, 0.3915, 3.1293], [-3.0116, 0.9291, -5.2138], [-3.8387, -0.2613, -5.6412], [-3.9574, -0.4961, -7.1520], [-3.1797, -1.4114, -5.0813], [-3.5459, 1.8139, -5.5815], [-1.9867, 0.9114, -5.5719], [-3.0415, 1.1496, -4.1446], [-4.8880, -0.3121, -5.3235], [-4.2486, -1.5433, -7.2830], [-2.9773, -0.4973, -7.6390], [-4.6643, 0.1484, -7.6696], [-3.5566, -2.2031, -5.4775]]
}

[2]
{
  "formula": "C54H55F8NO2",
  "method": "wB97M-V/def2-TZVPD",
  "e_homo_ev": -9.00,
  "smiles": "CCCO[C@@H](N)COC.Fc1ccccc1.Fc1ccccc1.Fc1ccccc1.Fc1ccccc1.Fc1ccccc1.Fc1ccccc1.Fc1ccccc1.Fc1ccccc1",
  "e_tot_ev": -84214.0286,
  "spin_multiplicity": 1,
  "elements": ["C", "C", "C", "O", "C", "N", "C", "O", "C", "H", "H", "H", "H", "H", "H", "H", "H", "H", "H", "H", "H", "H", "H", "H", "F", "C", "C", "C", "C", "C", "C", "H", "H", "H", "H", "H", "F", "C", "C", "C", "C", "C", "C", "H", "H", "H", "H", "H", "F", "C", "C", "C", "C", "C", "C", "H", "H", "H", "H", "H", "F", "C", "C", "C", "C", "C", "C", "H", "H", "H", "H", "H", "F", "C", "C", "C", "C", "C", "C", "H", "H", "H", "H", "H", "F", "C", "C", "C", "C", "C", "C", "H", "H", "H", "H", "H", "F", "C", "C", "C", "C", "C", "C", "H", "H", "H", "H", "H", "F", "C", "C", "C", "C", "C", "C", "H", "H", "H", "H", "H"],
  "coordinates": [[-2.0149, 1.3433, 2.2088], [-2.4146, 0.5975, 0.9393], [-3.9142, 0.5468, 0.7080], [-4.5348, -0.0187, 1.8475], [-5.9406, -0.1004, 1.8351], [-6.2796, -0.9464, 2.9626], [-6.6301, 1.2616, 1.8718], [-6.3896, 1.9354, 3.0880], [-5.5185, 3.0371, 2.9819], [-2.1432, 2.4236, 2.0908], [-2.6226, 1.0238, 3.0550], [-0.9659, 1.1720, 2.4548], [-1.9718, 1.0845, 0.0673], [-2.0170, -0.4206, 0.9551], [-4.3008, 1.5559, 0.5110], [-4.1283, -0.0698, -0.1755], [-6.2679, -0.6026, 0.9075], [-7.1858, -0.6800, 3.3327], [-5.6082, -0.7525, 3.6983], [-7.7086, 1.0890, 1.7799], [-6.3312, 1.8764, 1.0158], [-5.3292, 3.3957, 3.9925], [-5.9658, 3.8538, 2.4014], [-4.5621, 2.7627, 2.5252], [-9.2195, -0.4233, 4.2347], [-10.2917, -1.0042, 3.6486], [-10.8183, -2.1454, 4.2175], [-11.9156, -2.7338, 3.6043], [-12.4600, -2.1826, 2.4524], [-11.9052, -1.0332, 1.9071], [-10.8077, -0.4293, 2.5053], [-10.3714, -2.5548, 5.1127], [-12.3448, -3.6307, 4.0315], [-13.3146, -2.6481, 1.9804], [-12.3271, -0.5996, 1.0098], [-10.3594, 0.4697, 2.1052], [0.5696, 1.2707, -0.3205], [1.3996, 2.2645, 0.0737], [2.7595, 2.0326, 0.0446], [3.6045, 3.0582, 0.4436], [3.0863, 4.2714, 0.8733], [1.7129, 4.4722, 0.8934], [0.8508, 3.4618, 0.4868], [3.1355, 1.0729, -0.2832], [4.6754, 2.9053, 0.4244], [3.7551, 5.0589, 1.1926], [1.3095, 5.4210, 1.2226], [-0.2232, 3.5885, 0.4908], [-5.2172, -3.6604, -4.8143], [-5.1897, -3.3333, -3.5046], [-6.0757, -2.3815, -3.0418], [-6.0390, -2.0526, -1.6935], [-5.1334, -2.6677, -0.8398], [-4.2565, -3.6216, -1.3388], [-4.2770, -3.9647, -2.6837], [-6.7715, -1.9182, -3.7276], [-6.7269, -1.3093, -1.3103], [-5.1124, -2.4116, 0.2123], [-3.5488, -4.1035, -0.6767], [-3.6058, -4.7043, -3.0981], [4.6144, -0.2687, -2.0065], [3.8295, -1.3684, -1.9037], [4.3946, -2.5421, -1.4476], [3.5856, -3.6664, -1.3540], [2.2453, -3.5964, -1.7121], [1.7076, -2.3983, -2.1612], [2.5022, -1.2638, -2.2624], [5.4437, -2.5682, -1.1860], [4.0082, -4.5972, -1.0013], [1.6209, -4.4768, -1.6403], [0.6628, -2.3390, -2.4371], [2.1072, -0.3183, -2.6086], [1.8919, 7.9697, 1.0651], [2.8876, 8.3792, 0.2472], [2.5770, 9.2081, -0.8112], [3.6086, 9.6193, -1.6442], [4.9122, 9.2025, -1.4126], [5.1902, 8.3680, -0.3387], [4.1725, 7.9485, 0.5064], [1.5530, 9.5160, -0.9706], [3.3878, 10.2691, -2.4809], [5.7091, 9.5254, -2.0687], [6.2037, 8.0347, -0.1568], [4.3614, 7.3023, 1.3528], [4.8165, -4.7488, -5.9220], [5.0834, -3.4435, -6.1455], [5.6072, -3.0769, -7.3690], [5.8798, -1.7336, -7.5890], [5.6300, -0.7925, -6.5998], [5.1019, -1.1946, -5.3801], [4.8212, -2.5332, -5.1417], [5.7924, -3.8307, -8.1216], [6.2907, -1.4243, -8.5413], [5.8466, 0.2522, -6.7784], [4.9085, -0.4657, -4.6035], [4.4056, -2.8717, -4.2020], [7.3991, 3.6385, 1.2241], [6.7344, 3.7591, 2.3941], [6.7739, 4.9702, 3.0558], [6.0715, 5.0884, 4.2476], [5.3510, 4.0138, 4.7506], [5.3319, 2.8101, 4.0595], [6.0316, 2.6703, 2.8691], [7.3441, 5.7904, 2.6414], [6.0893, 6.0285, 4.7838], [4.8019, 4.1156, 5.6768], [4.7613, 1.9735, 4.4408], [6.0207, 1.7490, 2.3033], [4.8057, -6.2270, 0.5298], [4.9944, -7.5362, 0.2432], [4.0431, -8.4449, 0.6592], [4.2438, -9.7849, 0.3574], [5.3719, -10.1880, -0.3438], [6.3084, -9.2464, -0.7475], [6.1268, -7.9017, -0.4551], [3.1744, -8.1025, 1.2041], [3.5112, -10.5159, 0.6735], [5.5205, -11.2338, -0.5760], [7.1884, -9.5564, -1.2957], [6.8392, -7.1472, -0.7586]]
}

[3]
{
  "formula": "CH19O9Pd",
  "method": "wB97M-V/def2-TZVPD",
  "e_homo_ev": [-17.18, -16.82],
  "charge": 2,
  "e_tot_ev": -23227.7199,
  "spin_multiplicity": 4,
  "elements": ["Pd", "C", "O", "H", "H", "H", "O", "H", "H", "O", "H", "H", "O", "H", "H", "O", "H", "H", "O", "H", "H", "O", "H", "H", "O", "H", "H", "O", "H", "H"],
  "coordinates": [[-16.6012, -19.4862, -12.0268], [-20.0212, -20.0491, -11.9299], [-18.7632, -19.7304, -11.3898], [-20.8214, -19.6492, -11.3071], [-20.1795, -19.6244, -12.9212], [-20.1782, -21.1261, -11.9907], [-16.3826, -21.5247, -11.3998], [-16.7028, -22.1328, -12.0660], [-16.5403, -21.9736, -10.5693], [-21.5768, -23.5496, -12.7690], [-21.3018, -23.7358, -11.8713], [-22.3073, -24.1482, -12.9252], [-23.2028, -17.8687, -10.1638], [-23.1580, -18.4858, -10.8942], [-23.2288, -17.0067, -10.5792], [-19.2479, -17.1275, -14.7313], [-20.1030, -16.7849, -14.4710], [-19.4489, -17.9127, -15.2406], [-22.6654, -21.0935, -13.9890], [-21.9651, -21.2756, -13.3625], [-23.4150, -21.5914, -13.6626], [-18.7224, -20.7025, -8.7050], [-18.9006, -19.9585, -8.1298], [-18.6237, -20.3152, -9.5748], [-21.1935, -23.2297, -9.9099], [-21.8671, -22.5554, -9.9983], [-20.8995, -23.1575, -9.0018], [-20.0817, -18.1574, -9.2525], [-19.5228, -18.4902, -9.9548], [-20.9659, -18.1803, -9.6183]]
}

[4]
{
  "formula": "C3H6N2OS",
  "method": "wB97M-V/def2-TZVPD",
  "e_above_lowest_kj_mol": 367.7,
  "e_homo_ev": -8.84,
  "smiles": "C/N=C\\N(O)C=S",
  "e_tot_ev": -19068.3562,
  "spin_multiplicity": 1,
  "elements": ["C", "N", "C", "N", "O", "C", "S", "H", "H", "H", "H", "H", "H"],
  "coordinates": [[-2.8371, -0.2764, 0.5096], [-1.8670, -1.0421, -0.3000], [-0.6470, -0.7871, -0.4638], [0.0326, 0.4553, -0.2369], [-0.7017, 1.6239, -0.0084], [1.3667, 0.6108, -0.0621], [2.5102, -0.4835, 0.2241], [-3.5407, -1.0065, 0.9771], [-3.4367, 0.3992, -0.1265], [-2.4184, 0.3201, 1.3625], [0.0337, -1.4851, -0.9520], [-1.2427, 1.6450, -0.8094], [1.6018, 1.6955, -0.1139]]
}